[1]
Computed, not measured: a 2-piece molecular cluster, C6H12S4 overall, with ωB97M-V/def2-TZVPD.

Its relative energy (zero: lowest compared OMol25 entry of this formula, charge and spin) is 0.0 kJ/mol. Its SMILES is C1CSCS1.C1CSCS1. Its LUMO energy is 0.0214 Eh. For the largest force on an atom, the calculation gives 0.015 Eh/bohr.

```
22
C6H12S4 (ωB97M-V/def2-TZVPD)
S -0.29560 -2.85151 0.01527
S 1.59695 1.83251 -0.84165
S -0.72787 1.10680 -2.54183
S -1.06835 -0.93570 2.14941
C -0.93289 2.51324 -1.40543
C -0.02685 2.29743 -0.20512
C 0.91186 -2.55129 1.34322
C 0.90150 0.56226 -1.91536
C -1.47801 -1.54456 0.50275
C 0.70332 -1.14278 1.87314
H 1.22377 -0.97975 2.83647
H -0.68209 3.45915 -1.92291
H -2.50563 -1.95566 0.52353
H 1.07451 -0.38418 1.15746
H 0.78275 -3.29844 2.14979
H 0.09014 3.21812 0.39828
H -0.42225 1.50653 0.46089
H -1.45754 -0.72716 -0.24349
H 1.92571 -2.68531 0.91944
H 0.79126 -0.39979 -1.37892
H -1.99920 2.56252 -1.11216
H 1.59450 0.39762 -2.76276
```

---

[2]
Computed, not measured: CH3Cl2OP as an isolated structure at a distorted geometry, with ωB97M-V/def2-TZVPD.

As for the spin multiplicity: 3. Its relative energy (zero: lowest compared OMol25 entry of this formula, charge and spin) is 81.7 kJ/mol. Its LUMO energy (alpha / beta) is 0.0251 / -0.1465 Eh. For the largest force on an atom, the calculation gives 0.096 Eh/bohr.

```
8
CH3Cl2OP (ωB97M-V/def2-TZVPD)
Cl 0.00957 1.98235 2.32541
Cl -2.22311 -0.60584 1.40172
P 0.31866 0.18645 1.50041
O 0.42715 0.55681 -0.05476
C 0.39586 -0.40890 -1.10185
H 1.06994 -1.12373 -0.83545
H -0.74299 -0.72330 -1.12595
H 0.74492 0.13616 -2.10952
```

---

[3]
Computed, not measured: one molecule with the formula C3H8BO2P at a distorted geometry, with ωB97M-V/def2-TZVPD.

Its relative energy (zero: lowest compared OMol25 entry of this formula, charge and spin) is 138.3 kJ/mol. Its SMILES is C=CB(C)P(O)O. Its LUMO energy is 0.0002 Eh. For the largest force on an atom, the calculation gives 0.022 Eh/bohr.

```
15
C3H8BO2P (ωB97M-V/def2-TZVPD)
P 1.15800 -0.25819 1.48028
O 1.15039 1.34094 1.84095
O 2.50407 -0.30007 0.49068
C -0.26437 0.07182 -1.30856
C -1.53733 -1.31788 0.57482
C -0.31610 1.40484 -1.45750
B -0.29111 -0.47881 0.13002
H -1.32636 -1.95569 1.43515
H 0.17837 2.07486 -0.76365
H 1.44140 1.89653 1.10751
H -0.30371 -0.57188 -2.18696
H -1.93769 -1.92775 -0.23689
H -2.31675 -0.61314 0.88633
H -0.85717 1.85108 -2.28497
H 2.71837 -1.21665 0.29278
```

---

[4]
Computed, not measured: a 8-piece molecular cluster, C18H52O8 overall at a distorted geometry, with ωB97M-V/def2-TZVPD.

Its relative energy (zero: lowest compared OMol25 entry of this formula, charge and spin) is 1297.8 kJ/mol. Its SMILES is CC(C)O.CC(C)O.CC(C)O.CC(C)O.CC(C)O.CO.CO.CO. Its LUMO energy is 0.0135 Eh. For the largest force on an atom, the calculation gives 0.213 Eh/bohr.

```
78
C18H52O8 (ωB97M-V/def2-TZVPD)
O 36.68765 -41.48600 15.67327
O 39.72904 -38.84919 19.60481
O 39.05840 -36.89504 17.66244
O 36.30101 -39.23456 20.61421
O 36.17106 -42.26092 20.41973
O 37.99935 -39.03989 23.15362
O 44.64914 -41.29527 21.26294
O 35.70615 -39.91421 18.08304
C 39.87748 -39.54958 24.38218
C 38.69489 -41.32994 22.96353
C 38.36491 -42.61952 14.41675
C 39.25013 -35.48608 19.60411
C 37.40120 -42.76574 15.54321
C 39.18747 -39.88289 23.08640
C 44.24502 -42.89571 22.95873
C 39.82962 -34.56369 17.32517
C 38.05425 -42.90267 16.95974
C 43.78848 -42.32863 21.59211
C 42.30375 -41.80488 21.67359
C 39.24933 -39.97152 19.01296
C 35.79223 -38.62679 17.43379
C 34.83579 -42.29439 20.11135
C 34.78658 -38.97408 22.48197
C 38.98114 -35.55782 18.09939
C 35.70112 -37.01909 21.03588
C 35.24175 -38.48851 21.11787
H 39.47705 -41.90681 23.14962
H 42.50279 -41.00874 22.05632
H 39.56923 -39.76584 25.43829
H 38.87663 -41.54477 14.27565
H 37.55264 -42.57661 13.54806
H 39.60100 -40.01377 18.01999
H 36.25630 -36.77461 21.86141
H 36.50178 -41.46954 20.50887
H 40.65941 -34.90377 17.47526
H 40.31310 -35.78071 19.75956
H 39.23938 -34.43393 19.98477
H 37.88717 -35.35744 17.91253
H 36.58202 -38.12751 17.97522
H 34.28615 -38.58717 20.48160
H 40.14632 -38.34147 24.41658
H 38.58503 -36.88815 16.90839
H 38.51335 -36.27489 20.10711
H 45.32837 -43.09160 23.06165
H 37.63289 -39.10152 22.20641
H 41.85835 -41.87320 20.68534
H 34.55776 -39.98279 22.60185
H 38.08341 -40.15662 19.06062
H 34.18870 -41.31634 20.08482
H 39.04460 -43.43083 14.17827
H 36.07329 -38.72041 16.31913
H 44.60320 -40.92012 20.50373
H 38.07900 -41.68683 21.99184
H 36.03642 -40.56221 17.58908
H 41.04339 -39.96233 24.21254
H 44.12131 -43.92930 22.85112
H 34.89426 -38.04389 17.42214
H 33.84111 -38.44173 22.80636
H 39.01484 -42.47129 16.81596
H 37.43229 -42.74141 17.81734
H 34.76730 -42.67560 19.08041
H 39.85673 -37.98282 19.13249
H 41.76348 -42.41974 22.28869
H 34.79783 -36.17659 21.09898
H 39.60777 -33.59595 17.66017
H 34.20224 -42.77703 20.76458
H 36.86164 -43.56904 15.41595
H 36.04475 -39.38913 19.80264
H 39.63570 -40.62180 19.62018
H 43.84592 -42.55541 23.70461
H 35.57574 -39.00087 23.08593
H 35.90208 -36.75464 20.10143
H 36.40901 -41.39619 14.87743
H 37.91595 -41.53509 23.71210
H 43.89065 -43.23410 20.88697
H 38.46274 -43.93113 17.07662
H 39.75499 -39.48642 22.15543
H 39.69297 -34.61915 16.21608
```

---

[5]
Computed, not measured: a 8-piece molecular cluster, C50H106F2N8O10S2 overall at a distorted geometry, with ωB97M-V/def2-TZVPD.

As for the net charge: +6. Its relative energy (zero: lowest compared OMol25 entry of this formula, charge and spin) is 0.0 kJ/mol. Its LUMO energy is -0.5306 Eh. For the largest force on an atom, the calculation gives 0.191 Eh/bohr.

```
178
C50H106F2N8O10S2 (ωB97M-V/def2-TZVPD)
S -0.63423 -1.17675 0.15358
S 0.78409 0.59720 -0.48212
F -0.48832 -2.79598 0.17003
F 2.37715 0.97436 -0.81507
O -0.03507 -6.93391 -0.06398
O 0.20922 6.42061 4.57575
O 0.05282 1.16727 -1.59673
O -1.74145 -0.88512 -0.77114
O -0.78815 -0.96112 1.54253
O 4.06301 7.47905 -3.95084
O -1.58176 -3.37167 6.95010
O 0.66405 1.29897 0.79137
O -3.70792 -1.33436 -6.68778
O 4.57523 -3.71357 -0.32777
N 0.24879 -3.56778 5.34510
N -2.48012 -1.25068 -5.99070
N -1.08602 -7.79019 -0.13576
N 1.43432 5.83519 4.19669
N 0.97525 -0.88472 -0.44431
N -3.62021 1.52019 2.67152
N 3.20300 -2.10591 -1.32323
N 3.23818 6.53555 -3.37803
C 3.95631 4.63788 3.14792
C -0.88528 0.08287 -7.43273
C -2.49615 -2.67876 -3.86724
C 2.00507 3.88035 -2.70010
C 0.13372 -0.98408 -4.60996
C -3.18954 0.69885 3.92212
C 1.98024 4.56413 -4.15279
C 4.96023 4.79527 -2.75815
C 2.63051 7.82567 3.26239
C -4.03096 0.68241 1.41492
C -0.27388 -2.39489 -5.27460
C -2.50270 1.53179 4.97188
C 0.18820 -4.85731 7.66143
C 1.89634 6.67424 -5.63628
C -2.30518 -3.74760 -6.16877
C 1.92723 6.16305 -4.18683
C -2.75631 -5.98437 -0.87067
C 4.18421 6.70815 -1.12531
C -0.80453 -9.34061 0.13339
C 3.97646 -1.80584 1.10955
C -2.71327 2.43471 0.62023
C 3.78072 5.69490 -2.20185
C -1.65327 0.05677 -6.09902
C -2.59890 1.33538 -6.14009
C -2.82374 -6.74664 1.44581
C -2.47919 -7.19523 -0.01476
C 1.38205 4.57463 3.28083
C -1.88142 -2.47190 -5.35082
C 2.67160 3.79779 3.42237
C -3.53936 -8.23061 -0.62776
C -0.76278 0.16082 -4.86257
C -0.64881 -3.22042 4.11601
C -2.07451 0.61245 6.14810
C 3.98710 5.80487 4.17125
C 2.65096 -3.24291 -2.26785
C 0.44726 -9.79219 -0.65788
C -3.90974 1.57155 0.13190
C -1.94310 -10.12707 -0.55605
C -3.32297 -9.63974 -0.13733
C -2.39106 2.20659 2.06632
C -4.77026 2.55080 3.03167
C -0.73059 -9.72698 1.69168
C 2.55168 4.81508 -1.58245
C -0.50121 -3.81064 6.71685
C 0.59198 6.48585 -3.48087
C 2.71955 6.66463 4.30640
C 2.78864 7.17892 5.85415
C 0.20714 3.64326 3.60702
C 1.04701 4.97378 1.77371
C 3.93577 -2.65959 -0.12650
H -2.16826 -4.56844 -5.46479
H 0.07535 2.78539 2.94763
H 4.15398 5.15576 5.03084
H 4.90211 6.35517 3.95210
H -0.15035 5.94993 -4.07234
H 0.70366 -10.81834 -0.39450
H -1.65879 2.11269 4.59978
H -3.37400 -3.79998 -6.37612
H 0.35341 6.35883 -2.42491
H -1.81315 -10.18478 -1.63673
H -1.31497 0.44292 -3.96612
H 2.84388 6.61779 -6.17207
H 4.56771 4.06262 -3.46330
H -1.61122 1.44646 2.11264
H -3.57240 -9.82696 0.90710
H -1.96803 2.21374 -6.00382
H -1.84523 2.00090 0.12384
H 0.60896 5.96434 1.65131
H -3.89120 -6.53086 1.49136
H -3.37782 1.20645 -5.38858
H 0.51342 -9.71230 -1.74294
H -1.20111 -2.38784 4.55177
H -4.49987 -7.86267 -0.26702
H 3.12525 -2.12476 1.71107
H 1.62711 7.71277 -5.82880
H 2.98202 6.33171 6.51212
H 1.41332 5.99953 -6.34307
H 3.79255 -0.77088 0.82123
H -1.46878 -9.29935 2.37014
H 0.42842 3.38822 4.64340
H -2.82894 -7.54365 2.18934
H -5.08405 0.46167 1.58922
H 0.00949 -0.53849 -7.39528
H -3.76644 0.99961 -0.78486
H -1.53005 -0.33211 -8.20744
H -1.24810 -4.05166 3.74455
H 2.44531 -1.58296 -0.90788
H -1.95189 -11.18465 -0.29237
H 0.39450 4.23717 1.30494
H -3.76646 -5.57961 -0.80856
H 3.98421 4.97348 2.11125
H 2.53200 2.92461 2.78506
H 3.55979 7.94802 5.89784
H 2.17504 -4.06867 -1.73896
H 2.68523 7.35973 2.27851
H -3.10182 2.36596 5.33699
H -3.08430 1.33898 -7.11604
H 1.99105 5.01189 1.23015
H 0.90508 -4.27787 5.05330
H -4.02957 0.11614 4.30012
H -4.74115 2.23559 -0.10451
H 0.22636 -9.26353 1.93162
H 1.10270 4.22865 -4.70549
H 1.10943 -0.69822 -5.00286
H -3.56597 -8.10122 -1.70973
H 4.89578 4.12370 3.35069
H 5.02457 7.36629 -1.34609
H 1.17912 -9.05379 -0.33040
H -4.01717 -10.24589 -0.71936
H 3.40555 -3.67870 -2.92266
H -0.58165 -10.79973 1.81466
H 3.83412 -1.55490 -1.88730
H -3.36379 -0.17631 1.48974
H 0.20455 -2.55742 -6.24041
H 3.27207 8.70222 3.35271
H 1.70280 5.37884 -1.19558
H 2.90671 4.24887 -0.72137
H 1.24666 -4.60654 7.59155
H -2.59441 -6.07931 -1.94439
H 2.57394 2.96277 -2.54997
H 0.97106 3.59767 -2.50258
H -2.34632 -1.76783 -3.28771
H -0.02279 -2.98720 3.25472
H -0.78076 4.10379 3.61521
H -2.51778 -0.05475 3.51111
H -1.91825 1.10873 7.10590
H -0.07386 -3.24835 -4.62676
H -3.57113 -2.84677 -3.93270
H -2.22961 3.17825 2.53312
H 3.44945 7.50065 -0.98331
H 0.12497 -5.86531 7.25151
H 1.89337 7.68104 6.22086
H -1.85185 -4.01513 -7.12324
H -2.19559 -5.15109 -0.44719
H -2.08933 -5.99790 1.74267
H -0.08786 -4.83771 8.71571
H 1.68675 8.32441 3.48303
H 4.53996 6.29083 -0.18330
H -1.11580 0.11962 5.98658
H 4.96690 -1.98199 1.52919
H -2.83407 -0.10608 6.45614
H 2.79198 3.33388 4.40135
H 5.60641 5.55123 -3.20433
H -5.67059 2.11895 3.46871
H 5.46959 4.30722 -1.92721
H -0.14208 1.05360 -4.93855
H 0.78470 -2.76976 5.65503
H -0.56392 1.03445 -7.85620
H 2.71965 4.14703 -4.83646
H -2.82819 3.48957 0.37088
H -5.01656 2.98048 2.06069
H 0.35275 -1.20469 -3.56523
H 1.78818 -2.77967 -2.74651
H 0.51143 7.57067 -3.54990
H -2.05326 -3.59973 -3.48807
H -4.30741 3.28880 3.68683
```